No. 1
{
  "formula": "CH31O18",
  "method": "ωB97M-V/def2-TZVPD",
  "total_charge": -1,
  "symbols": ["C", "O", "O", "O", "H", "O", "H", "H", "O", "H", "H", "O", "H", "H", "O", "H", "H", "O", "H", "H", "O", "H", "H", "O", "H", "H", "O", "H", "H", "O", "H", "H", "O", "H", "H", "O", "H", "H", "O", "H", "H", "O", "H", "H", "O", "H", "H", "O", "H", "H"],
  "xyz": [[-0.18040, -0.22330, 0.02456], [0.17060, 0.05270, 1.19656], [-0.05040, 0.71870, -0.88444], [-0.67140, -1.31730, -0.30744], [0.65560, 1.22770, -0.56644], [-0.65340, 3.88970, -1.87244], [0.26160, 3.54170, -1.82944], [-0.80440, 4.06670, -0.96344], [2.80060, -1.08130, 1.00856], [3.26560, -0.28930, 0.60256], [1.86560, -1.05130, 0.93956], [-0.98740, 0.10970, -4.14844], [-0.05140, 0.24870, -3.97244], [-1.27140, 0.63570, -3.44644], [0.84260, -3.38330, 0.35956], [1.53760, -3.17830, -0.31244], [0.17460, -2.76830, 0.14656], [2.18660, 2.51970, 0.56656], [1.94560, 3.44670, 0.47956], [2.09860, 2.29470, 1.48356], [1.55360, -0.14130, 3.70956], [1.07260, -0.03930, 2.88556], [2.03260, -0.98430, 3.59656], [-3.38540, -0.16930, 2.15056], [-3.42440, 0.07770, 1.18756], [-2.50740, -0.57930, 2.28256], [-2.71340, -1.93030, -1.76044], [-1.89940, -1.76830, -1.25644], [-3.44640, -2.20930, -1.20744], [1.91660, -1.79930, -1.53344], [0.99660, -1.49430, -1.59844], [2.42460, -1.18530, -0.95844], [3.20760, 0.57770, -1.04544], [2.82160, 1.39470, -0.76344], [4.10760, 0.76670, -1.32144], [-2.59540, -3.72030, 1.13156], [-2.27140, -2.84830, 1.16356], [-3.54840, -3.65130, 1.38256], [-2.98940, 0.55470, -0.62644], [-2.46540, 1.24470, -1.11744], [-2.68440, -0.24430, -1.05244], [-1.17540, 2.00270, 2.11656], [-0.68840, 1.30870, 1.64356], [-1.51940, 1.43470, 2.81156], [-1.13740, -1.83030, 2.55656], [-0.57440, -1.27530, 2.06556], [-0.60340, -2.59630, 2.73956], [1.86060, 3.08370, -2.32744], [2.67260, 3.58470, -2.10644], [1.82760, 2.97570, -3.25244]]
}

---

No. 2
{
  "formula": "CH31O18Sn",
  "method": "ωB97M-V/def2-TZVPD",
  "total_charge": 1,
  "symbols": ["Sn", "C", "O", "O", "O", "H", "O", "H", "H", "O", "H", "H", "O", "H", "H", "O", "H", "H", "O", "H", "H", "O", "H", "H", "O", "H", "H", "O", "H", "H", "O", "H", "H", "O", "H", "H", "O", "H", "H", "O", "H", "H", "O", "H", "H", "O", "H", "H", "O", "H", "H"],
  "xyz": [[2.90904, -0.80006, 0.80825], [0.19404, 0.23394, 0.05925], [0.67904, -0.85006, -0.12675], [-1.13196, 0.27794, -0.08675], [0.93304, 1.17794, 0.40725], [-1.53996, -0.52106, -0.36375], [-1.60596, -0.40606, 2.79025], [-0.72696, -0.07206, 2.87125], [-2.16896, -0.07406, 3.50825], [-3.62696, -1.03906, -0.59175], [-4.32396, -0.50506, -0.21275], [-3.31396, -1.47106, 0.15225], [-1.45896, -1.49706, -2.14675], [-1.51996, -1.89906, -2.99275], [-2.34796, -1.44106, -1.79375], [3.28104, 0.66894, -1.36775], [2.95304, 1.46694, -0.86375], [4.07404, 0.94494, -1.80575], [-0.63496, 3.19294, 0.52525], [-0.34396, 4.07294, 0.20725], [0.04204, 2.49094, 0.41225], [-2.70196, 1.76094, -1.95175], [-2.49496, 1.39294, -1.12175], [-3.05396, 0.99694, -2.49575], [1.97904, 3.16094, -1.22775], [2.02704, 3.52794, -0.32575], [1.04504, 3.21494, -1.50875], [3.34104, 1.53194, 1.68525], [2.46804, 1.89194, 1.62725], [3.86204, 2.24594, 1.28025], [0.38104, 0.76294, -2.91275], [-0.04696, 0.47094, -2.10075], [0.30404, 1.69794, -2.82175], [-1.22196, -2.48906, 1.18825], [-1.51096, -1.91406, 1.90425], [-0.57696, -1.93006, 0.69125], [2.08904, -1.62806, -3.11075], [2.35304, -1.96006, -2.24175], [1.61404, -0.86406, -2.86175], [-3.66996, 1.18494, 1.50125], [-2.80896, 0.83294, 1.60925], [-4.27696, 0.44494, 1.39925], [1.19104, -0.01606, 3.04325], [1.44704, -0.59706, 3.73925], [1.37304, 0.87294, 3.41125], [0.59104, -3.49906, -1.08075], [1.53404, -3.24706, -1.00975], [0.08004, -2.71006, -1.19475], [1.78504, -2.81006, 1.84225], [1.35604, -3.21306, 1.06525], [1.22204, -3.06606, 2.58925]]
}

---

No. 3
{
  "formula": "CH3AlO",
  "method": "ωB97M-V/def2-TZVPD",
  "total_charge": 2,
  "symbols": ["Al", "C", "O", "H", "H", "H"],
  "xyz": [[-4.76077, -19.99342, -7.64179], [-7.64393, -21.61733, -5.06375], [-6.47330, -21.59159, -5.76756], [-8.27535, -22.46541, -5.32866], [-7.41092, -21.81399, -4.01728], [-8.23736, -20.70691, -4.97953]]
}

---

No. 4
{
  "formula": "CH3BBr2",
  "method": "ωB97M-V/def2-TZVPD",
  "symbols": ["B", "C", "Br", "Br", "H", "H", "H"],
  "xyz": [[0.79078, -0.11836, 0.50362], [-0.65391, -0.25471, -0.43641], [-2.37135, -0.77107, 0.01143], [-0.22185, 1.69844, 0.03415], [1.85513, -0.05609, -0.14037], [1.05310, -0.12230, 1.58417], [-0.45190, -0.37591, -1.55658]]
}

---

No. 5
{
  "formula": "CH3BNO4",
  "method": "ωB97M-V/def2-TZVPD",
  "total_charge": -1,
  "symbols": ["B", "C", "N", "O", "O", "O", "O", "H", "H", "H"],
  "xyz": [[1.20060, 0.03824, -0.13448], [-1.95329, 0.15323, -0.07582], [1.68522, -1.13216, -0.37171], [-2.73890, -0.02369, 0.81403], [-1.95540, 0.14045, -1.24392], [1.64773, 1.31089, -0.08475], [-0.54473, 0.07449, 0.49656], [1.34934, -1.97673, 0.13115], [1.97463, 1.83499, -0.80923], [-0.66519, -0.41973, 1.27818]]
}

---

No. 6
{
  "formula": "CH3Br2ClSi",
  "method": "ωB97M-V/def2-TZVPD",
  "symbols": ["C", "Si", "Cl", "Br", "Br", "H", "H", "H"],
  "xyz": [[-0.66675, -0.97522, 0.37204], [0.57931, 0.40422, 0.06214], [0.46425, 1.93612, 1.39531], [2.77498, -0.01324, -0.20300], [-0.13784, 2.01752, -2.70332], [-1.33936, -0.67362, 1.23126], [-1.33738, -0.78750, -0.61396], [-0.33721, -1.90827, 0.45953]]
}

---

No. 7
{
  "formula": "CH3Br3N",
  "method": "ωB97M-V/def2-TZVPD",
  "total_charge": 1,
  "symbols": ["C", "N", "Br", "Br", "Br", "H", "H", "H"],
  "xyz": [[-1.12180, -0.07987, -1.60415], [0.93408, -0.10701, 1.33902], [-0.19305, 0.78180, -2.83766], [-2.75717, 0.48816, -1.01694], [-0.12788, -1.35943, -0.70999], [1.40998, 0.70968, 1.12155], [0.26207, 0.38390, 1.94775], [1.59379, -0.81724, 1.76041]]
}

---

No. 8
{
  "formula": "CH3BrClN",
  "method": "ωB97M-V/def2-TZVPD",
  "symbols": ["C", "N", "Cl", "Br", "H", "H", "H"],
  "xyz": [[0.96060, 0.09120, -0.49382], [-0.04185, 0.15278, 0.34294], [1.32456, -2.57711, 0.14444], [2.58337, 0.70964, -0.00253], [0.89372, -0.00964, -1.63206], [0.43433, 0.20645, 1.19008], [-0.94931, -0.08016, 0.03873]]
}

---

No. 9
{
  "formula": "CH3BrClN",
  "method": "ωB97M-V/def2-TZVPD",
  "smiles": "N[C@H](Cl)Br",
  "symbols": ["C", "N", "Cl", "Br", "H", "H", "H"],
  "xyz": [[-0.33981, -0.08246, 0.32934], [0.71503, -0.44082, -0.35843], [-1.26311, 1.45158, -0.70350], [0.22585, 0.87136, 1.97997], [-1.13643, -0.63846, 0.60133], [1.22576, 0.14646, -0.93646], [0.57270, -1.30766, -0.91224]]
}

---

No. 10
{
  "formula": "CH3BrClP",
  "method": "ωB97M-V/def2-TZVPD",
  "smiles": "C=PBr.Cl",
  "symbols": ["C", "P", "Cl", "Br", "H", "H", "H"],
  "xyz": [[0.26087, 0.73077, 0.16797], [1.75803, 1.17363, -0.40125], [-2.52055, -1.86177, -0.16783], [3.01908, -0.54345, 0.17665], [-0.55361, 1.41916, 0.00602], [-1.99879, -0.74304, -0.48568], [0.03497, -0.17529, 0.70411]]
}

---

No. 11
{
  "formula": "CH3BrN2O",
  "method": "ωB97M-V/def2-TZVPD",
  "smiles": "O=NNCBr",
  "symbols": ["C", "N", "N", "O", "Br", "H", "H", "H"],
  "xyz": [[-0.58343, 0.69627, -0.26317], [1.00079, -1.15795, -0.42710], [0.43240, -0.11708, 0.27301], [1.82501, -1.77961, 0.19245], [-2.37459, -0.07619, 0.02837], [-0.48932, 1.08834, -1.30483], [-0.49460, 1.56793, 0.29356], [0.68374, -0.22171, 1.20771]]
}

---

No. 12
{
  "formula": "CH3BrO2S",
  "method": "ωB97M-V/def2-TZVPD",
  "symbols": ["C", "O", "O", "S", "Br", "H", "H", "H"],
  "xyz": [[-1.09241, 0.19464, 0.09191], [0.51891, -1.77688, -0.56605], [1.35170, 0.70024, -0.09336], [0.41488, -0.73759, 0.45060], [3.17410, 0.64955, 0.00181], [-0.92798, 0.62175, -0.88619], [-1.39626, 0.73008, 0.89328], [-2.04294, -0.38179, 0.10799]]
}

---

In kJ/mol, the energy relative to the best compared isomer or geometry (same formula, charge and spin) values for the records above are, in order, 77.2, 156.8, 72.9, 179.6, 94.3, 267.4, 180.1, 184.4, 82.2, 127.1, 0.0, 215.2.
In eV, the HOMO energy values for the records above are, in order, -7.19, -13.04, -21.26, -10.05, -4.62, -9.24, -13.80, -8.52, -10.00, -9.84, -9.91, -10.00.